1.
ORCA calculation (wB97M-V/def2-TZVPD) on C21H46HfNOP3S as an isolated structure in a non-equilibrium geometry.

- Energy: -2426.41127 hartree
- Gap between HOMO and LUMO: 4.62 eV
- 2S+1: 1
- Net charge: +4
- ΔE to the lowest compared entry with this formula, charge and spin: 148.7 kJ/mol

Atoms and positions in Å:
1 Hf 0.620 -0.458 0.202
2 P -0.503 1.827 1.249
3 P -2.227 -0.553 -0.076
4 P 2.657 1.069 -0.188
5 H 1.921 -2.730 -2.387
6 C 1.806 -1.780 -1.772
7 C 1.942 -2.006 -0.352
8 H 1.261 -2.673 0.195
9 C -0.871 3.235 0.116
10 C -2.153 1.817 2.066
11 C 0.430 2.582 2.641
12 C -2.499 -2.159 -0.865
13 C -3.593 -0.702 1.163
14 C -3.038 0.709 -1.154
15 C 4.249 1.033 -1.129
16 C 3.365 1.074 1.495
17 C 2.253 2.815 -0.450
18 H 2.446 -0.970 -2.174
19 H 2.954 -2.247 -0.040
20 H -1.273 4.047 0.738
21 H -1.584 2.946 -0.667
22 H 0.027 3.602 -0.382
23 H -2.286 2.795 2.548
24 H -2.191 1.025 2.824
25 H -2.951 1.677 1.323
26 H -0.263 3.260 3.153
27 H 1.292 3.155 2.287
28 H 0.751 1.799 3.341
29 H -3.124 -2.779 -0.208
30 H -1.575 -2.727 -1.020
31 H -3.023 -2.022 -1.816
32 H -4.401 0.002 0.932
33 H -3.273 -0.557 2.195
34 H -4.010 -1.707 1.093
35 H -4.098 0.439 -1.197
36 H -2.627 0.726 -2.168
37 H -2.980 1.730 -0.756
38 H 4.644 2.039 -1.099
39 H 4.151 0.735 -2.182
40 H 4.998 0.356 -0.696
41 H 4.401 1.441 1.393
42 H 3.390 0.083 1.968
43 H 2.810 1.747 2.161
44 H 3.123 3.383 -0.788
45 H 1.847 3.293 0.449
46 H 1.491 2.902 -1.231
47 C -1.334 -0.301 -4.169
48 C -0.903 1.015 -4.356
49 C -1.536 1.766 -5.336
50 C -2.511 1.182 -6.140
51 C -2.798 -0.197 -6.060
52 C -2.179 -0.972 -5.088
53 S -0.386 -1.293 -3.089
54 H 0.303 -1.763 -4.130
55 H 0.014 1.325 -3.815
56 H -1.276 2.812 -5.417
57 H -3.009 1.809 -6.881
58 H -3.586 -0.639 -6.664
59 H -2.233 -2.060 -5.052
60 C 1.677 -3.009 4.909
61 N 1.496 -2.638 3.503
62 C 2.532 -3.028 2.535
63 C 0.520 -1.836 3.120
64 C -0.581 -1.437 4.027
65 O 0.552 -1.292 1.940
66 H 2.573 -3.644 4.962
67 H 0.801 -3.549 5.287
68 H 1.798 -2.113 5.538
69 H 2.108 -3.486 1.634
70 H 3.164 -2.176 2.225
71 H 3.147 -3.773 3.038
72 H -0.410 -0.431 4.446
73 H -1.521 -1.385 3.462
74 H -0.710 -2.160 4.836

2.
ORCA calculation (wB97M-V/def2-TZVPD) on a 9-piece molecular cluster, C14H46O16 overall in a non-equilibrium geometry.

- Energy: -1764.72095 hartree
- SMILES string: OCCO.OCCO.OCCO.OCCO.OCCO.OCCO.OCCO.O.O
- Gap between HOMO and LUMO: 9.64 eV
- 2S+1: 1
- ΔE to the lowest compared entry with this formula, charge and spin: 73.5 kJ/mol

Atoms and positions in Å:
1 O -0.176 3.033 2.821
2 H 0.219 3.502 2.059
3 H 0.396 3.231 3.575
4 O 3.858 -3.094 0.184
5 H 4.716 -2.892 0.584
6 H 3.913 -4.031 -0.054
7 C 3.603 -2.215 -2.938
8 C 4.060 -3.559 -3.454
9 O 3.376 -3.950 -4.646
10 O 3.699 -1.228 -4.017
11 H 4.224 -1.880 -2.123
12 H 2.522 -2.290 -2.756
13 H 4.074 -4.335 -2.671
14 H 5.121 -3.537 -3.753
15 H 2.619 -4.512 -4.453
16 H 3.561 -1.751 -4.829
17 C -1.020 -0.512 5.334
18 C -0.225 -0.512 4.091
19 O 0.671 -1.611 3.953
20 O -0.170 -0.287 6.500
21 H -1.579 -1.443 5.496
22 H -1.740 0.321 5.268
23 H 0.368 0.416 4.027
24 H -0.893 -0.395 3.233
25 H 1.521 -1.265 4.233
26 H -0.732 -0.337 7.274
27 C -0.138 -0.114 -5.082
28 C 0.381 -0.835 -3.861
29 O 1.392 -0.070 -3.194
30 O 0.827 -0.084 -6.124
31 H -0.373 0.902 -4.768
32 H -1.037 -0.604 -5.475
33 H 0.783 -1.839 -4.084
34 H -0.408 -1.032 -3.127
35 H 2.011 0.259 -3.864
36 H 1.000 -0.987 -6.404
37 C 0.223 0.152 0.360
38 C 1.081 -1.046 0.669
39 O 1.297 -1.847 -0.501
40 O 0.838 0.972 -0.676
41 H 0.248 0.771 1.258
42 H -0.757 -0.216 0.023
43 H 0.659 -1.586 1.525
44 H 2.083 -0.678 0.974
45 H 2.164 -2.249 -0.513
46 H 1.154 0.361 -1.402
47 C 2.589 4.339 -0.987
48 C 1.268 4.195 -1.709
49 O 0.269 3.686 -0.841
50 O 2.608 5.410 -0.012
51 H 3.375 4.647 -1.681
52 H 2.776 3.359 -0.513
53 H 1.412 3.533 -2.564
54 H 0.882 5.181 -1.984
55 H 0.444 2.711 -0.766
56 H 1.782 5.388 0.498
57 C -4.221 1.874 0.543
58 C -3.003 2.479 1.200
59 O -2.489 1.633 2.179
60 O -4.767 2.781 -0.454
61 H -4.968 1.658 1.318
62 H -4.031 0.929 0.023
63 H -3.401 3.415 1.643
64 H -2.292 2.842 0.445
65 H -1.661 2.074 2.504
66 H -5.610 3.091 -0.118
67 C -4.678 -2.512 2.022
68 C -3.576 -1.544 2.448
69 O -3.016 -1.049 1.208
70 O -5.338 -3.059 3.154
71 H -4.192 -3.292 1.433
72 H -5.435 -1.985 1.454
73 H -2.795 -2.106 2.981
74 H -3.911 -0.679 3.024
75 H -2.520 -0.234 1.417
76 H -4.917 -3.863 3.460

3.
ORCA calculation (wB97M-V/def2-TZVPD) on C21H20N4O9PS2Ti as an isolated structure in a non-equilibrium geometry.

- Energy: -3695.73113 hartree
- Gap between HOMO and LUMO (alpha / beta): 4.09 / 4.82 eV
- 2S+1: 2
- Net charge: -2
- ΔE to the lowest compared entry with this formula, charge and spin: 53.8 kJ/mol

Atoms and positions in Å:
1 Ti 0.049 -0.079 0.222
2 O -0.162 -3.577 -1.764
3 C 0.228 -2.748 -0.975
4 O -0.400 -1.592 -0.790
5 C 1.438 -3.001 -0.097
6 C 1.882 -4.312 -0.022
7 C 2.964 -4.651 0.813
8 C 3.526 -3.652 1.615
9 C 3.065 -2.360 1.536
10 C 2.054 -1.973 0.635
11 O 1.746 -0.665 0.416
12 N 3.670 -1.394 2.485
13 O 3.023 -0.414 2.795
14 O 4.737 -1.699 3.000
15 N 3.447 -5.946 0.886
16 O 2.871 -6.851 0.179
17 O 4.441 -6.198 1.666
18 H 1.384 -5.079 -0.592
19 H 4.305 -3.911 2.312
20 C 0.337 4.117 1.338
21 C -0.546 4.106 2.484
22 C -0.955 2.927 2.981
23 C -0.533 1.688 2.374
24 N 0.226 1.711 1.175
25 C 0.663 2.946 0.753
26 C -0.872 0.452 2.851
27 C -1.385 0.186 4.169
28 C -1.599 -1.071 4.585
29 C -1.309 -2.176 3.688
30 C -0.830 -1.920 2.463
31 N -0.604 -0.636 1.984
32 H 0.725 5.041 0.931
33 H -0.882 5.035 2.929
34 H -1.624 2.893 3.831
35 H 1.298 2.927 -0.122
36 H -1.548 1.017 4.843
37 H -1.953 -1.260 5.592
38 H -1.458 -3.204 3.991
39 H -0.598 -2.724 1.779
40 C -2.774 0.720 -5.287
41 C -1.822 0.026 -4.335
42 O -2.272 0.206 -2.990
43 P -1.550 1.198 -1.958
44 S -2.446 0.912 -0.236
45 S 0.438 1.050 -2.126
46 O -1.988 2.634 -2.571
47 C -1.187 3.812 -2.593
48 C -0.951 4.234 -4.026
49 H -2.426 0.602 -6.318
50 H -2.835 1.783 -5.055
51 H -3.776 0.293 -5.208
52 H -0.802 0.394 -4.448
53 H -1.801 -1.050 -4.505
54 H -0.241 3.632 -2.087
55 H -1.727 4.579 -2.035
56 H -0.370 3.472 -4.554
57 H -0.394 5.175 -4.056
58 H -1.897 4.373 -4.554

What did the first record say?
ORCA calculation (wB97M-V/def2-TZVPD) on C21H46HfNOP3S as an isolated structure in a non-equilibrium geometry.

- Energy: -2426.41127 hartree
- Gap between HOMO and LUMO: 4.62 eV
- 2S+1: 1
- Net charge: +4
- ΔE to the lowest compared entry with this formula, charge and spin: 148.7 kJ/mol

Atoms and positions in Å:
1 Hf 0.620 -0.458 0.202
2 P -0.503 1.827 1.249
3 P -2.227 -0.553 -0.076
4 P 2.657 1.069 -0.188
5 H 1.921 -2.730 -2.387
6 C 1.806 -1.780 -1.772
7 C 1.942 -2.006 -0.352
8 H 1.261 -2.673 0.195
9 C -0.871 3.235 0.116
10 C -2.153 1.817 2.066
11 C 0.430 2.582 2.641
12 C -2.499 -2.159 -0.865
13 C -3.593 -0.702 1.163
14 C -3.038 0.709 -1.154
15 C 4.249 1.033 -1.129
16 C 3.365 1.074 1.495
17 C 2.253 2.815 -0.450
18 H 2.446 -0.970 -2.174
19 H 2.954 -2.247 -0.040
20 H -1.273 4.047 0.738
21 H -1.584 2.946 -0.667
22 H 0.027 3.602 -0.382
23 H -2.286 2.795 2.548
24 H -2.191 1.025 2.824
25 H -2.951 1.677 1.323
26 H -0.263 3.260 3.153
27 H 1.292 3.155 2.287
28 H 0.751 1.799 3.341
29 H -3.124 -2.779 -0.208
30 H -1.575 -2.727 -1.020
31 H -3.023 -2.022 -1.816
32 H -4.401 0.002 0.932
33 H -3.273 -0.557 2.195
34 H -4.010 -1.707 1.093
35 H -4.098 0.439 -1.197
36 H -2.627 0.726 -2.168
37 H -2.980 1.730 -0.756
38 H 4.644 2.039 -1.099
39 H 4.151 0.735 -2.182
40 H 4.998 0.356 -0.696
41 H 4.401 1.441 1.393
42 H 3.390 0.083 1.968
43 H 2.810 1.747 2.161
44 H 3.123 3.383 -0.788
45 H 1.847 3.293 0.449
46 H 1.491 2.902 -1.231
47 C -1.334 -0.301 -4.169
48 C -0.903 1.015 -4.356
49 C -1.536 1.766 -5.336
50 C -2.511 1.182 -6.140
51 C -2.798 -0.197 -6.060
52 C -2.179 -0.972 -5.088
53 S -0.386 -1.293 -3.089
54 H 0.303 -1.763 -4.130
55 H 0.014 1.325 -3.815
56 H -1.276 2.812 -5.417
57 H -3.009 1.809 -6.881
58 H -3.586 -0.639 -6.664
59 H -2.233 -2.060 -5.052
60 C 1.677 -3.009 4.909
61 N 1.496 -2.638 3.503
62 C 2.532 -3.028 2.535
63 C 0.520 -1.836 3.120
64 C -0.581 -1.437 4.027
65 O 0.552 -1.292 1.940
66 H 2.573 -3.644 4.962
67 H 0.801 -3.549 5.287
68 H 1.798 -2.113 5.538
69 H 2.108 -3.486 1.634
70 H 3.164 -2.176 2.225
71 H 3.147 -3.773 3.038
72 H -0.410 -0.431 4.446
73 H -1.521 -1.385 3.462
74 H -0.710 -2.160 4.836

Please write out number 1 again, unchanged.
ORCA calculation (wB97M-V/def2-TZVPD) on C21H46HfNOP3S as an isolated structure in a non-equilibrium geometry.

- Energy: -2426.41127 hartree
- Gap between HOMO and LUMO: 4.62 eV
- 2S+1: 1
- Net charge: +4
- ΔE to the lowest compared entry with this formula, charge and spin: 148.7 kJ/mol

Atoms and positions in Å:
1 Hf 0.620 -0.458 0.202
2 P -0.503 1.827 1.249
3 P -2.227 -0.553 -0.076
4 P 2.657 1.069 -0.188
5 H 1.921 -2.730 -2.387
6 C 1.806 -1.780 -1.772
7 C 1.942 -2.006 -0.352
8 H 1.261 -2.673 0.195
9 C -0.871 3.235 0.116
10 C -2.153 1.817 2.066
11 C 0.430 2.582 2.641
12 C -2.499 -2.159 -0.865
13 C -3.593 -0.702 1.163
14 C -3.038 0.709 -1.154
15 C 4.249 1.033 -1.129
16 C 3.365 1.074 1.495
17 C 2.253 2.815 -0.450
18 H 2.446 -0.970 -2.174
19 H 2.954 -2.247 -0.040
20 H -1.273 4.047 0.738
21 H -1.584 2.946 -0.667
22 H 0.027 3.602 -0.382
23 H -2.286 2.795 2.548
24 H -2.191 1.025 2.824
25 H -2.951 1.677 1.323
26 H -0.263 3.260 3.153
27 H 1.292 3.155 2.287
28 H 0.751 1.799 3.341
29 H -3.124 -2.779 -0.208
30 H -1.575 -2.727 -1.020
31 H -3.023 -2.022 -1.816
32 H -4.401 0.002 0.932
33 H -3.273 -0.557 2.195
34 H -4.010 -1.707 1.093
35 H -4.098 0.439 -1.197
36 H -2.627 0.726 -2.168
37 H -2.980 1.730 -0.756
38 H 4.644 2.039 -1.099
39 H 4.151 0.735 -2.182
40 H 4.998 0.356 -0.696
41 H 4.401 1.441 1.393
42 H 3.390 0.083 1.968
43 H 2.810 1.747 2.161
44 H 3.123 3.383 -0.788
45 H 1.847 3.293 0.449
46 H 1.491 2.902 -1.231
47 C -1.334 -0.301 -4.169
48 C -0.903 1.015 -4.356
49 C -1.536 1.766 -5.336
50 C -2.511 1.182 -6.140
51 C -2.798 -0.197 -6.060
52 C -2.179 -0.972 -5.088
53 S -0.386 -1.293 -3.089
54 H 0.303 -1.763 -4.130
55 H 0.014 1.325 -3.815
56 H -1.276 2.812 -5.417
57 H -3.009 1.809 -6.881
58 H -3.586 -0.639 -6.664
59 H -2.233 -2.060 -5.052
60 C 1.677 -3.009 4.909
61 N 1.496 -2.638 3.503
62 C 2.532 -3.028 2.535
63 C 0.520 -1.836 3.120
64 C -0.581 -1.437 4.027
65 O 0.552 -1.292 1.940
66 H 2.573 -3.644 4.962
67 H 0.801 -3.549 5.287
68 H 1.798 -2.113 5.538
69 H 2.108 -3.486 1.634
70 H 3.164 -2.176 2.225
71 H 3.147 -3.773 3.038
72 H -0.410 -0.431 4.446
73 H -1.521 -1.385 3.462
74 H -0.710 -2.160 4.836